(1)
A structure of composition C22H32N5O2SSiTi, computed with the ωB97M-V functional and the def2-TZVPD basis.

The geometry in ORCA input format:
```
! wB97M-V def2-TZVPD RIJCOSX def2/J DEFGRID3
* xyz -1 3
Ti 0.04 0.11 0.80
N 0.60 2.94 4.03
C 0.21 1.81 3.31
S 1.44 0.58 3.07
N -1.03 1.77 2.94
N -1.31 0.60 2.23
C -2.38 -0.03 2.58
C -2.71 -1.36 2.13
C -3.94 -1.91 2.52
C -4.30 -3.21 2.23
C -3.41 -4.01 1.52
C -2.19 -3.51 1.13
C -1.80 -2.18 1.40
O -0.62 -1.78 0.99
H 1.58 3.13 3.95
H 0.00 3.73 3.86
H -3.05 0.45 3.30
H -4.62 -1.28 3.08
H -5.27 -3.59 2.55
H -3.67 -5.04 1.28
H -1.48 -4.13 0.58
C 1.67 2.63 -3.13
C 2.32 3.22 -1.88
C 1.70 2.64 -0.69
N 1.21 2.09 0.18
H 2.15 3.03 -4.03
H 0.61 2.86 -3.16
H 1.76 1.55 -3.13
H 2.20 4.30 -1.83
H 3.39 3.00 -1.84
C -3.38 3.25 -3.74
Si -2.64 3.32 -2.02
C -4.01 3.69 -0.78
C -1.41 4.75 -1.98
C -1.79 1.79 -1.57
C -1.21 0.96 -0.87
H -3.90 4.17 -4.00
H -4.10 2.42 -3.81
H -2.61 3.07 -4.49
H -4.49 4.65 -0.98
H -3.59 3.71 0.22
H -4.76 2.90 -0.81
H -1.89 5.70 -2.23
H -0.59 4.58 -2.68
H -0.98 4.83 -0.97
O 1.57 -0.85 -0.61
C 2.14 -1.90 -0.29
C 2.55 -2.89 -1.35
C 4.03 -3.31 -1.31
C 4.36 -4.37 -0.26
C 4.18 -3.92 1.18
C 2.76 -3.49 1.52
N 2.41 -2.18 1.00
H 2.30 -2.43 -2.30
H 1.91 -3.77 -1.24
H 4.65 -2.43 -1.15
H 4.29 -3.70 -2.29
H 5.39 -4.71 -0.41
H 3.72 -5.25 -0.44
H 4.86 -3.09 1.40
H 4.45 -4.74 1.85
H 2.64 -3.42 2.60
H 2.04 -4.24 1.18
H 2.01 -1.51 1.65
*
```

Properties
Calculated total energy (eV): -76710.249
Relative energy (zero: lowest compared OMol25 entry of this formula, charge and spin) (kcal/mol): 15.79
HOMO energy (spin up / spin down) (eV): -1.91 / -4.32
Orbital gap (spin up / spin down) (eV): 4.5 / 6.9

Results of the Löwdin charge analysis, in e, for atoms 1 through 2:
1. Ti 0.58
2. N 0.02

=====

(2)
A structure of composition C22H33FO19S2 in a non-equilibrium geometry, computed with the ωB97M-V functional and the def2-TZVPD basis.

The geometry in ORCA input format:
```
! wB97M-V def2-TZVPD RIJCOSX def2/J DEFGRID3
* xyz 0 1
O -1.04 3.55 5.20
S -1.46 2.20 5.06
O -2.13 1.57 6.14
O -2.32 1.99 3.76
C -1.77 0.92 2.88
C -1.31 1.62 1.59
C 0.07 1.27 1.06
F 0.24 1.94 -0.15
C -0.80 0.24 3.86
C 0.18 -0.83 3.46
C -0.47 -2.16 3.05
C -1.33 -2.15 1.77
S -3.06 -2.65 2.14
O -0.21 1.35 4.57
H -2.63 0.29 2.67
H -2.03 1.35 0.81
H -1.38 2.71 1.67
H 0.19 0.21 0.85
H 0.86 1.59 1.74
H -1.46 -0.26 4.58
H 0.89 -0.50 2.69
H 0.79 -1.03 4.35
H -1.05 -2.56 3.88
H 0.36 -2.84 2.88
H -0.98 -2.87 1.05
H -1.34 -1.18 1.27
H -3.68 -1.48 1.94
C -4.04 6.09 2.91
C -2.64 5.70 3.35
O -2.27 4.73 2.37
C -3.01 4.94 1.26
O -2.82 4.40 0.21
O -3.98 5.84 1.50
H -4.29 7.12 3.10
H -4.80 5.44 3.34
H -1.94 6.54 3.29
H -2.59 5.26 4.34
C -3.14 4.48 -3.82
C -4.25 3.97 -2.92
O -5.42 4.46 -3.58
C -5.13 4.66 -4.89
O -5.93 4.91 -5.73
O -3.80 4.55 -5.10
H -2.28 3.81 -3.88
H -2.81 5.48 -3.55
H -4.29 2.88 -2.89
H -4.20 4.36 -1.91
C 4.63 -4.01 1.49
C 4.95 -2.90 0.51
O 3.64 -2.53 0.04
C 2.74 -2.90 0.97
O 1.58 -2.60 0.94
O 3.30 -3.66 1.92
H 5.30 -4.06 2.34
H 4.58 -4.98 1.00
H 5.40 -2.03 1.00
H 5.56 -3.22 -0.32
C 5.04 -2.30 -4.75
C 6.48 -2.41 -4.30
O 6.35 -3.05 -3.02
C 5.19 -3.73 -3.00
O 4.85 -4.49 -2.15
O 4.44 -3.41 -4.07
H 4.89 -2.41 -5.82
H 4.56 -1.39 -4.40
H 7.08 -3.06 -4.94
H 6.98 -1.45 -4.18
C 1.25 -3.89 -3.27
C 0.36 -4.57 -2.25
O -0.95 -4.20 -2.70
C -0.89 -3.89 -4.02
O -1.83 -3.71 -4.72
O 0.40 -3.83 -4.42
H 2.16 -4.44 -3.50
H 1.51 -2.87 -2.97
H 0.44 -5.66 -2.29
H 0.51 -4.23 -1.23
*
```

Properties
Calculated total energy (eV): -86639.277
HOMO energy (eV): -9.23
Orbital gap (eV): 9.3

Results of the Löwdin charge analysis, in e, for atoms 1 through 2:
1. O -0.22
2. S 0.59